Entry 1:
Density functional theory data (the ωB97M-V functional and the def2-TZVPD basis) for a molecular structure, C22H22Br2IrN4O5 in a non-equilibrium geometry.

```
56
Properties=species:S:1:pos:R:3:forces:R:3:nbo_charge:R:1
Ir -0.20285 -0.10837 0.48437 0.971 0.141 -0.772 1.39
Br -0.90236 4.94931 0.77466 0.017 0.000 -0.007 0.09
C 0.58074 3.98293 0.13587 -0.030 0.011 -0.002 -0.18
C 1.74302 4.66809 -0.25188 0.033 -0.005 -0.016 -0.22
C 2.82368 3.99150 -0.74171 -0.013 0.038 0.011 -0.12
Br 4.36321 4.96591 -1.25897 0.000 0.001 -0.001 0.06
C 2.80289 2.58140 -0.86154 0.036 -0.046 -0.029 -0.04
C 3.85642 1.78256 -1.36236 -0.020 0.035 0.009 -0.12
C 3.70748 0.42963 -1.41841 -0.017 0.008 -0.012 -0.26
C 2.51838 -0.16316 -0.96170 -0.029 -0.042 -0.078 0.13
N 1.51781 0.54806 -0.50027 -0.032 0.144 0.193 -0.39
C 1.63816 1.91543 -0.44714 -0.087 0.023 0.033 0.08
C 0.49458 2.60906 0.05017 0.007 -0.175 -0.172 0.38
O -0.56711 1.90820 0.35135 0.049 0.211 0.329 -0.67
H 1.77054 5.74498 -0.16420 -0.003 0.001 0.003 0.24
H 4.77029 2.25601 -1.69378 -0.002 0.002 0.001 0.24
H 4.49766 -0.20615 -1.78959 -0.011 -0.017 0.002 0.23
H 2.40667 -1.23397 -0.95815 0.014 -0.003 0.019 0.24
C -4.05938 1.02408 -3.47991 0.005 0.011 -0.002 -0.41
N -3.57760 0.53683 -2.19128 -0.038 -0.050 -0.026 -0.41
C -4.44816 0.29846 -1.17626 0.032 -0.010 0.036 0.12
C -4.05551 -0.10120 0.05426 -0.011 -0.005 -0.049 -0.39
C -2.65459 -0.24334 0.21388 0.059 -0.114 0.208 0.61
O -2.02147 -0.52272 1.29908 -0.491 0.070 -0.161 -0.59
N -1.80488 -0.05925 -0.80922 -0.335 -0.103 0.231 -0.60
C -2.18543 0.39439 -2.03825 0.163 -0.034 -0.068 0.78
O -1.42231 0.63899 -2.94611 0.005 0.044 0.006 -0.61
H -5.05590 0.62751 -3.66048 -0.002 0.007 0.009 0.20
H -3.37893 0.68564 -4.25426 -0.008 -0.014 -0.004 0.25
H -4.08810 2.11365 -3.49391 0.016 0.000 -0.004 0.21
H -5.49016 0.46225 -1.41680 0.001 0.001 -0.007 0.22
H -4.73900 -0.26361 0.87023 -0.017 -0.003 -0.015 0.25
C -1.76578 -3.26486 -1.25013 0.054 -0.010 0.001 -0.60
C -0.85331 -3.16701 -0.02957 0.068 -0.095 0.169 -0.24
C -0.10649 -4.49939 0.11814 -0.038 0.013 0.023 -0.60
C 0.19763 -2.05527 -0.10659 -0.122 -0.108 -0.035 -0.57
H -2.48428 -4.07659 -1.12017 -0.004 0.003 -0.017 0.21
H -1.17072 -3.48947 -2.14036 -0.001 0.017 -0.004 0.20
H -2.31906 -2.35216 -1.44989 -0.046 0.028 0.017 0.20
H -1.46011 -3.03619 0.87159 -0.042 0.072 -0.044 0.21
H 0.54273 -4.66648 -0.74583 0.008 -0.008 0.007 0.20
H -0.80741 -5.33477 0.17729 0.006 -0.006 -0.002 0.21
H 0.51662 -4.51080 1.01351 0.000 -0.002 0.003 0.21
H 0.60049 -2.04503 -1.12490 -0.055 0.094 -0.019 0.19
H 1.03145 -2.29403 0.56015 0.035 -0.088 -0.053 0.23
O -0.48570 1.16842 3.31925 0.000 -0.034 0.015 -0.56
C 0.52095 0.51059 3.26872 -0.031 -0.045 -0.031 0.68
C 1.47073 0.24428 4.42118 0.030 0.012 -0.001 -0.52
C 2.62383 -0.51994 3.78951 0.011 0.036 0.013 -0.51
C 2.19736 -0.74555 2.35017 0.059 0.062 -0.149 0.70
O 2.84738 -1.37170 1.53677 -0.031 -0.026 0.009 -0.62
N 0.98791 -0.12854 2.11133 -0.150 -0.024 0.430 -0.67
H 0.93011 -0.33189 5.17198 0.002 0.001 0.006 0.24
H 1.75510 1.19097 4.87714 -0.012 0.001 -0.003 0.24
H 2.83672 -1.48283 4.25085 -0.009 -0.007 -0.010 0.24
H 3.55609 0.04516 3.77218 0.009 -0.011 0.012 0.24
```
Positions in Å, forces in eV/Å.

## Properties
Multiplicity: 2
Largest force on an atom, eV/A: 1.25
Orbital gap (spin up / spin down), eV: 7.609 / 6.197
Energy above the lowest of the compared OMol25 structures with the same formula, charge and spin, kcal per mole: 5.07
HOMO energy (spin up / spin down), eV: -7.9 / -7.9


Entry 2:
Density functional theory data (the ωB97M-V functional and the def2-TZVPD basis) for C3H5N3O in the gas phase.

```
12
Properties=species:S:1:pos:R:3:forces:R:3:nbo_charge:R:1
N 1.07346 1.72873 0.29059 -0.123 0.044 0.126 -0.84
C 0.36466 0.54298 0.09093 -0.131 -0.286 -0.130 0.50
N -0.58143 -0.03566 0.85260 0.053 0.070 -0.001 -0.58
C -1.05675 -1.28202 0.27146 0.115 0.044 -0.153 0.53
O -1.91803 -1.97182 0.81377 0.134 0.134 -0.069 -0.69
C -0.29696 -1.35394 -0.91032 -0.158 -0.195 0.049 -0.32
N 0.54273 -0.24546 -0.95589 0.082 0.221 0.142 -0.46
H 1.30631 1.88428 1.26428 0.021 -0.026 -0.116 0.39
H 0.59602 2.54517 -0.07690 0.038 -0.080 0.038 0.39
H -0.96171 0.33432 1.71026 0.063 -0.009 -0.104 0.42
H -0.30894 -2.09313 -1.69316 0.011 0.110 0.127 0.22
H 1.24065 -0.05345 -1.65762 -0.103 -0.027 0.090 0.43
```
Positions in Å, forces in eV/Å.

## Properties
Largest force on an atom, eV/A: 0.34
Orbital gap, eV: 7.468
Energy above the lowest of the compared OMol25 structures with the same formula, charge and spin, kcal per mole: 26.76
HOMO energy, eV: -7.1


Entry 3:
Density functional theory data (the ωB97M-V functional and the def2-TZVPD basis) for C9H11NS in the gas phase in a non-equilibrium geometry.

```
22
Properties=species:S:1:pos:R:3:forces:R:3:nbo_charge:R:1
C 3.42291 0.38716 -0.64548 -2.642 -1.683 -1.403 -0.61
C 2.14449 -0.14106 0.02918 -1.466 2.344 -3.147 -0.20
C 2.09148 -0.97829 1.10421 0.270 0.314 0.033 0.25
N 1.81387 -1.67752 1.95181 -0.314 -1.826 2.240 -0.34
C 0.90440 0.27770 -0.43420 2.707 -1.218 -0.380 -0.10
C -0.41952 -0.10218 -0.00756 -0.836 0.394 0.343 0.11
C -0.97489 -1.40520 -0.56791 -2.499 2.090 1.553 -0.64
C -1.17670 0.86202 0.60289 -1.243 -1.456 -0.583 -0.11
C -2.64421 0.59670 0.98226 0.638 0.026 -1.380 -0.63
C -0.68618 2.19525 0.69573 0.363 0.176 -0.363 -0.27
S 0.82026 2.67110 0.33167 0.061 1.153 0.254 0.08
H 3.31860 0.00131 -1.71773 0.695 1.073 1.268 0.22
H 4.22774 -0.06156 -0.17791 1.861 -1.101 0.661 0.22
H 3.57270 1.44119 -0.53609 -0.388 0.799 -0.268 0.22
H 0.83552 0.71110 -1.43898 0.411 0.444 0.187 0.23
H -0.33936 -1.81495 -1.25917 1.674 -1.063 -1.562 0.23
H -1.93689 -1.12354 -1.09369 0.836 -0.556 0.594 0.22
H -1.19302 -2.12168 0.22390 -0.040 -0.024 -0.016 0.25
H -3.04006 1.49716 1.43446 -0.245 -0.220 0.540 0.22
H -2.64099 -0.29371 1.57926 -0.350 -0.140 0.922 0.23
H -3.33075 0.33239 0.13965 0.772 0.383 0.206 0.22
H -1.42225 2.96606 0.87401 -0.264 0.092 0.302 0.21
```
Positions in Å, forces in eV/Å.

## Properties
Largest force on an atom, eV/A: 4.19
Orbital gap, eV: 6.830
Energy above the lowest of the compared OMol25 structures with the same formula, charge and spin, kcal per mole: 45.15
SMILES string: C/C(C#N)=C/C(C)=C(/C)C=S
HOMO energy, eV: -7.7